ORCA calculation (ωB97M-V with the def2-TZVPD basis set) on C3H10N2O in the gas phase.

Each line ends with the natural charge from an NBO analysis.
Geometry (Å):
C1 0.76075 -0.58099 0.39568  -0.25
C2 -0.72592 -0.84687 0.53098  -0.09
O1 -0.91233 -2.19436 1.09512  -0.73
N1 1.23511 0.23197 -0.71786  -0.67
C3 0.47581 1.45442 -1.08714  -0.05
N2 -0.53123 1.91825 -0.20632  -0.87
H1 1.31405 -1.53863 0.33602  0.22
H2 1.15007 -0.23520 1.38539  0.18
H3 -1.17362 -0.21669 1.28390  0.17
H4 -1.33430 -0.55723 -0.31651  0.17
H5 -1.65271 -2.55940 0.61618  0.46
H6 1.62930 -0.30424 -1.46947  0.37
H7 -0.00659 1.35622 -2.06989  0.16
H8 1.28968 2.20310 -1.25098  0.17
H9 -0.27760 2.53453 0.53939  0.38
H10 -1.49507 1.78116 -0.42814  0.38

Structure (SMILES) ... NCNCCO
Relative energy (zero: lowest compared OMol25 entry of this formula, charge and spin) ... 2.145 eV
LUMO ... 0.8338 eV
Calculated total energy ... -304.9958 a.u.
HOMO energy ... -0.3014 hartree
2S+1 ... 1